Entry 1:
The following is a DFT calculation (ωB97M-V/def2-TZVPD) of a molecular structure, C6H12N4.

The energy relative to the best compared isomer or geometry (same formula, charge and spin) comes out at 45.3 kcal per mole. Its net charge is +2. For the frontier orbital gap, the calculation gives 9.27 eV. For the HOMO energy, the calculation gives -18.49 eV. As for the LUMO energy: -9.223 eV. Its spin multiplicity is 1.

Cartesian coordinates (Å):
C 1.3466 -1.0411 -2.5045
C 0.3699 -0.3458 -0.5388
C -0.9539 -1.2930 1.3171
C 0.7458 1.0918 -1.8940
C 1.6737 2.1833 -1.4064
C -2.0493 0.0992 2.8346
N 1.2240 0.1700 -2.7842
N 0.9124 -1.3890 -1.1587
N -1.6728 -1.1950 2.3781
N -0.4016 -0.2751 0.6158
H 1.9846 -1.8653 -3.0779
H -0.5793 -2.2810 1.1527
H -0.1675 1.3219 -2.2725
H 2.3043 2.3326 -2.3400
H 2.3372 1.7761 -0.7283
H 1.2269 3.1012 -1.0472
H -2.7253 -0.0135 3.6751
H -1.2446 0.7518 3.2056
H -2.4533 0.6535 1.9823
H 0.8449 -2.3460 -0.9837
H -1.9159 -2.0258 2.9585
H -0.8066 0.5892 0.6166

=====

Entry 2:
The following is a DFT calculation (ωB97M-V/def2-TZVPD) of C6H12N4O4 in the gas phase.

The energy relative to the best compared isomer or geometry (same formula, charge and spin) comes out at 0.0 kcal per mole. For the frontier orbital gap, the calculation gives 10.21 eV. For the HOMO energy, the calculation gives -9.61 eV. As for the LUMO energy: 0.605 eV. As for the structure (SMILES): CNC(=O)NOC(=O)N(C)C(=O)NC. Its spin multiplicity is 1.

Cartesian coordinates (Å):
C 2.6663 -0.7218 1.8599
N 2.7726 -2.0191 1.2729
C 1.6996 -2.6722 0.7086
O 1.8579 -3.8078 0.3228
N 0.4817 -2.0962 0.3836
O 0.0183 -0.7345 0.4233
C -1.2783 -0.5535 0.0099
O -2.0136 -1.4315 -0.4436
N -1.7960 0.7417 0.0054
C -3.2272 1.0583 -0.1743
C -0.8741 1.7685 0.0383
O -0.9840 2.7372 0.7536
N 0.1040 1.9402 -0.8908
C -0.1148 1.5767 -2.2875
H 1.8893 -0.6855 2.6743
H 2.4068 0.0088 1.1091
H 3.5990 -0.4244 2.3027
H 3.6291 -2.5727 1.3323
H -0.2062 -2.8107 0.0710
H -3.5846 0.6182 -1.1120
H -3.8467 0.6557 0.6361
H -3.3949 2.1436 -0.2482
H 0.6313 2.8211 -0.6898
H -0.4753 0.5797 -2.4342
H -0.8048 2.2630 -2.7792
H 0.8444 1.6173 -2.8444

=====

Entry 3:
The following is a DFT calculation (ωB97M-V/def2-TZVPD) of a gas-phase ion, C6H12N5 (charge +1).

The energy relative to the best compared isomer or geometry (same formula, charge and spin) comes out at 21.9 kcal per mole. Its net charge is +1. For the frontier orbital gap, the calculation gives 8.25 eV. For the HOMO energy, the calculation gives -12.88 eV. As for the LUMO energy: -4.632 eV. As for the structure (SMILES): C[C@@]12NCN=C1C(=[NH2+])NCN2. Its spin multiplicity is 1.

Cartesian coordinates (Å):
C 0.7219 0.8771 1.3599
C 0.8409 0.4054 -0.0485
N 2.1637 -0.0977 -0.4853
C 2.2110 -1.5935 -0.4071
N 0.8847 -2.1018 -0.4918
C 0.0451 -1.1673 -0.3705
C -1.3822 -0.9486 -0.3579
N -2.0909 -1.8854 0.3904
N -1.9426 0.2206 -0.6708
C -1.2101 1.4881 -0.8768
N 0.2156 1.3451 -0.8991
H 1.2353 1.9171 1.5710
H 1.2573 0.1668 2.1463
H -0.2804 0.8568 1.5677
H 2.4109 0.2616 -1.4063
H 2.6755 -1.8514 0.4532
H 2.8702 -1.7651 -1.3250
H -1.8891 -2.8589 0.4039
H -3.0889 -1.9050 0.4258
H -2.8303 0.2194 -0.2011
H -1.4159 2.0338 0.0705
H -1.7221 1.8448 -1.7020
H 0.6495 1.3066 -1.8025

=====

Entry 4:
The following is a DFT calculation (ωB97M-V/def2-TZVPD) of a gas-phase ion, C6H12N6 (charge +2).

The energy relative to the best compared isomer or geometry (same formula, charge and spin) comes out at 132.0 kcal per mole. Its net charge is +2. For the frontier orbital gap (spin up / spin down), the calculation gives 5.75 / 5.54 eV. For the HOMO energy (spin up / spin down), the calculation gives -17.36 / -17.23 eV. As for the LUMO energy (spin up / spin down): -11.609 / -11.689 eV. As for the structure (SMILES): NC/N=[N+]1\C=NN=C1CCC=[NH2+]. Its spin multiplicity is 1.

Cartesian coordinates (Å):
N -1.5376 -3.1578 0.4368
C -0.1865 -2.6000 0.2402
N -0.1044 -1.1626 0.1970
N 1.0817 -0.6007 -0.0198
C 2.0311 -0.9739 -0.8944
N 2.8201 0.0718 -0.8950
N 2.5598 0.9693 0.0117
C 1.3869 0.6283 0.5333
C 0.6615 1.6090 1.4574
C -0.4046 2.3148 0.5043
C -1.0040 1.5532 -0.6079
N -1.8456 1.9569 -1.5070
H -2.1836 -2.8034 1.1309
H -1.4694 -4.1991 0.4823
H -0.0182 -2.8293 -0.7929
H 0.6440 -3.0963 0.7605
H 2.0326 -1.7715 -1.7214
H 0.2591 1.0315 2.2949
H 1.3742 2.3455 1.7388
H -1.2121 2.7009 1.0684
H 0.1474 3.1318 -0.1278
H -0.8064 0.4426 -0.5672
H -2.0646 1.4828 -2.3174
H -2.1616 2.9561 -1.4056

=====

Entry 5:
The following is a DFT calculation (ωB97M-V/def2-TZVPD) of a gas-phase ion, C6H12NO (charge -1).

The energy relative to the best compared isomer or geometry (same formula, charge and spin) comes out at 18.6 kcal per mole. Its net charge is -1. For the frontier orbital gap, the calculation gives 5.26 eV. For the HOMO energy, the calculation gives -2.08 eV. As for the LUMO energy: 3.180 eV. As for the structure (SMILES): CN/C=C/CCC[O-]. Its spin multiplicity is 1.

Cartesian coordinates (Å):
C 2.4366 -1.0139 -2.7489
N 1.2937 -1.4681 -1.9795
C 1.0574 -0.6297 -0.8246
C -0.1229 -0.5273 -0.2433
C -0.3666 0.3443 0.9730
C -1.8586 0.5624 1.2655
C -2.1109 1.5496 2.4566
O -2.4047 2.8073 2.0723
H 3.2996 -0.7358 -2.1387
H 2.8013 -1.7594 -3.4530
H 2.1479 -0.1521 -3.3480
H 1.4850 -2.3870 -1.5970
H 1.9349 -0.1427 -0.4033
H -1.0274 -0.9378 -0.6686
H 0.1149 -0.0074 1.8802
H 0.0573 1.3247 0.7679
H -2.3254 -0.4169 1.4527
H -2.3192 1.0084 0.3879
H -2.9169 1.0760 3.0798
H -1.1762 1.5053 3.0691

=====

Entry 6:
The following is a DFT calculation (ωB97M-V/def2-TZVPD) of a gas-phase ion, C6H12NO (charge -1).

The energy relative to the best compared isomer or geometry (same formula, charge and spin) comes out at 35.4 kcal per mole. Its net charge is -1. For the frontier orbital gap, the calculation gives 4.16 eV. For the HOMO energy, the calculation gives -0.54 eV. As for the LUMO energy: 3.621 eV. Its spin multiplicity is 1.

Cartesian coordinates (Å):
C 0.3642 2.6713 1.0819
O -0.4249 3.3538 2.1169
C -0.5353 1.9478 0.1037
C -0.8000 0.4627 0.5281
C 0.1535 -0.5345 -0.0586
N 0.4161 -3.9618 -1.6140
C 0.8231 -2.6170 -1.2697
C -0.0865 -1.7389 -0.7070
H 0.9608 2.0303 1.7174
H 0.9350 3.4084 0.5805
H -1.5070 2.3770 -0.1630
H 0.0241 1.8923 -0.8274
H -0.6040 0.4352 1.5960
H -1.8240 0.2111 0.2306
H 1.1815 -0.3880 0.2435
H -1.2076 3.7263 1.6845
H 0.4954 -4.6203 -0.8430
H 0.9280 -4.3222 -2.4064
H 1.8461 -2.2763 -1.2373
H -1.1383 -2.0572 -0.7567

=====

Entry 7:
The following is a DFT calculation (ωB97M-V/def2-TZVPD) of a gas-phase ion, C6H12NO (charge +1).

The energy relative to the best compared isomer or geometry (same formula, charge and spin) comes out at 38.7 kcal per mole. Its net charge is +1. For the frontier orbital gap, the calculation gives 12.18 eV. For the HOMO energy, the calculation gives -15.34 eV. As for the LUMO energy: -3.158 eV. As for the structure (SMILES): CC1(C)C[C@@H]2O[C@@H]2[NH2+]1. Its spin multiplicity is 1.

Cartesian coordinates (Å):
C -1.4571 -0.3331 -1.2404
C -0.4989 0.0039 -0.1420
C -1.2178 0.2823 1.1649
C 0.4778 1.1768 -0.5593
C 1.8043 0.8436 0.2053
O 2.5888 -0.1988 -0.3880
C 1.7900 -0.5962 0.6116
N 0.5034 -1.1876 0.1271
H -1.8724 -1.3234 -1.1362
H -1.1484 -0.0478 -2.2250
H -2.4010 0.1439 -1.2048
H -1.7061 -0.6589 1.5528
H -1.9799 0.9604 1.1038
H -0.5467 0.4878 2.0051
H 0.0510 2.1812 -0.1461
H 0.4368 1.3331 -1.6607
H 2.2664 1.6680 0.5035
H 2.1580 -1.0538 1.4178
H 0.6524 -1.7789 -0.7454
H 0.0994 -1.9027 0.7558

=====

Entry 8:
The following is a DFT calculation (ωB97M-V/def2-TZVPD) of a gas-phase ion, C6H12NO (charge +1).

The energy relative to the best compared isomer or geometry (same formula, charge and spin) comes out at 25.5 kcal per mole. Its net charge is +1. For the frontier orbital gap, the calculation gives 10.00 eV. For the HOMO energy, the calculation gives -13.38 eV. As for the LUMO energy: -3.377 eV. As for the structure (SMILES): C=C(C)[C@]1(O)C[C@H]1[NH3+]. Its spin multiplicity is 1.

Cartesian coordinates (Å):
C -2.5148 -0.0037 -0.6448
C -1.4420 0.3994 0.0052
C -1.4017 1.3705 1.1379
C 0.0274 -0.1931 -0.4423
O 0.7393 0.6131 -1.3344
C 0.1942 -1.6805 -0.5615
C 0.9421 -0.9196 0.5002
N 2.3626 -0.6539 0.1879
H -3.4853 0.3705 -0.3703
H -2.4692 -0.7107 -1.4544
H -0.4514 1.3380 1.6635
H -1.5537 2.3870 0.7725
H -2.1980 1.1537 1.8453
H 0.2127 0.7643 -2.1307
H 0.7510 -2.0835 -1.3944
H -0.6192 -2.3099 -0.2363
H 0.7182 -1.0642 1.5454
H 2.8934 -1.5144 0.0042
H 2.8309 -0.1166 0.9253
H 2.3006 -0.0602 -0.6750

=====

Entry 9:
The following is a DFT calculation (ωB97M-V/def2-TZVPD) of 2 unconnected molecules or ions with the total composition C6H12NO.

The energy relative to the best compared isomer or geometry (same formula, charge and spin) comes out at 34.8 kcal per mole. Its net charge is +1. For the frontier orbital gap, the calculation gives 10.72 eV. For the HOMO energy, the calculation gives -15.98 eV. As for the LUMO energy: -5.263 eV. Its spin multiplicity is 1.

Cartesian coordinates (Å):
C 3.1187 -2.2167 -0.0593
C 0.1558 -1.3986 0.3505
C 1.3867 1.5096 0.9848
C -2.4626 0.2850 -1.0909
C -0.0159 0.8779 0.9833
C -0.8893 0.0893 -1.1881
N -0.2035 -0.1712 0.0259
O 3.4514 -3.2490 0.2472
H -0.2555 -2.2813 -0.1417
H 0.7146 -1.6737 1.1839
H 2.0732 0.6434 0.6586
H 1.6472 2.2198 0.1384
H 1.8782 1.9055 1.8772
H -2.9025 0.5864 -2.1138
H -2.9049 -0.6618 -0.6967
H -2.5410 1.0744 -0.3288
H -0.8439 1.6026 0.6583
H -0.3061 0.4821 2.0002
H -0.5292 0.9943 -1.6022
H -0.5714 -0.6180 -1.8868

=====

Entry 10:
The following is a DFT calculation (ωB97M-V/def2-TZVPD) of C6H12NO2P in the gas phase.

The energy relative to the best compared isomer or geometry (same formula, charge and spin) comes out at 176.0 kcal per mole. For the frontier orbital gap (spin up / spin down), the calculation gives 8.03 / 8.64 eV. For the HOMO energy (spin up / spin down), the calculation gives -8.06 / -8.58 eV. As for the LUMO energy (spin up / spin down): -0.028 / 0.056 eV. Its spin multiplicity is 1.

Cartesian coordinates (Å):
C 0.9413 2.0169 0.0354
C -0.5025 1.5922 -0.2494
C -0.5299 0.0782 -0.6571
C 0.5032 -0.6377 0.0871
C 0.5352 -0.9718 1.5878
C -1.8898 -0.4988 -0.4404
N 1.8448 1.1893 0.0047
O 3.0466 0.8817 0.0346
O -3.0283 0.2069 -0.8960
P 1.6130 -1.6296 -0.8448
H 1.2024 2.9930 0.2301
H -1.0633 1.6407 0.6843
H -0.9043 2.2496 -1.1814
H -0.3527 -0.1110 -1.6674
H 0.8492 -0.0185 2.0684
H 1.2237 -1.7253 1.8403
H -0.4551 -1.3657 1.8006
H -2.1572 -0.4499 0.7209
H -2.1084 -1.5579 -0.9155
H -2.8822 0.2384 -1.8064
H 1.4113 -2.7954 -0.2760
H 2.7032 -1.3253 -0.1600

=====

| no. | calculated total energy (Ha) |
| --- | --- |
| 1 | -454.11869 |
| 2 | -755.76188 |
| 3 | -509.28337 |
| 4 | -563.49526 |
| 5 | -365.74903 |
| 6 | -365.72234 |
| 7 | -365.48770 |
| 8 | -365.50874 |
| 9 | -365.49385 |
| 10 | -782.16978 |